No. 1
Molecular formula: C15H23N5O3SeW
Method: DFT, ωB97M-V/def2-TZVPD

```
! wB97M-V def2-TZVPD RIJCOSX def2/J DEFGRID3
* xyz 2 3
W -0.3419 -0.0178 -0.5642
C -3.7698 -1.2350 -0.5145
C -3.7795 -1.5411 -1.8667
C -3.2050 -0.6737 -2.7982
C -2.6586 0.5291 -2.3821
C -2.6860 0.8752 -1.0165
C -3.2255 -0.0246 -0.0859
H -4.2337 -1.9011 0.2017
H -4.2494 -2.4547 -2.2094
H -3.2230 -0.9190 -3.8522
H -2.2854 1.2332 -3.1156
H -2.5235 1.9001 -0.7076
H -3.3176 0.2725 0.9514
N -0.6352 -2.1910 -0.5523
C -0.5118 -2.7207 -1.9413
C 0.6053 -1.9472 -2.6147
O 1.4167 -2.4395 -3.3379
N 0.6317 -0.5853 -2.2115
C 1.9884 -0.0192 -2.1854
C 2.2240 0.3283 -0.7020
O 2.7888 1.3118 -0.3011
O 1.5426 -0.5195 0.0879
H 0.1469 -2.5486 -0.0021
H -1.4848 -2.5318 -0.1085
H -1.4469 -2.5384 -2.4660
H -0.2950 -3.7857 -1.9588
H 2.1027 0.8654 -2.8098
H 2.7225 -0.7608 -2.5052
C 0.8201 3.2307 2.5527
N 1.4909 1.9655 2.8242
C 2.7637 1.8739 3.3396
C 3.0571 0.5602 3.4370
N 1.9619 -0.1349 2.9788
C 1.8854 -1.5939 2.9583
C 1.0192 0.7317 2.5955
Se -0.7081 0.2802 1.9525
H 1.0830 3.9374 3.3348
H -0.2554 3.0784 2.5592
H 1.1524 3.6250 1.5934
H 3.3382 2.7471 3.5934
H 3.9383 0.0584 3.7959
H 1.9335 -1.9699 3.9773
H 2.7135 -1.9815 2.3706
H 0.9433 -1.8876 2.5074
N 0.0616 2.1117 -1.1126
H 0.1770 2.1866 -2.1242
H 0.9577 2.4131 -0.7187
H -0.6304 2.8070 -0.8466
*
```

Energy relative to the best compared isomer or geometry (same formula, charge and spin) in eV: 0.000
HOMO-LUMO gap (spin up / spin down) in Eh: 0.2543 / 0.2841
<S²>: 2.024
LUMO energy (spin up / spin down) in eV: -7.93 / -7.48

---

No. 2
Molecular formula: C18H15N5O3
Method: DFT, ωB97M-V/def2-TZVPD

```
! wB97M-V def2-TZVPD RIJCOSX def2/J DEFGRID3
* xyz 0 1
O -0.2673 -1.1940 5.4269
O -0.0740 -1.6571 -3.5162
N -0.5986 1.8209 -1.2322
O -3.3979 -2.8062 2.3289
C -0.9794 -1.9296 4.7425
C -0.2440 -0.5338 -3.0395
C -0.7174 0.5793 -0.9175
C -2.2212 -3.7072 4.2657
C -2.4213 -2.7492 3.2962
C 4.3836 1.6249 -2.9975
C 4.0587 0.3934 -3.5795
C 3.3758 2.5702 -2.8061
C -1.3006 1.8710 2.3613
C -1.4742 0.7647 3.2095
C -1.2418 -0.7259 1.3255
C 2.7231 0.1032 -3.8663
C 2.0248 2.2381 -3.0532
C -0.9989 0.4082 0.5054
C -1.0139 1.6791 1.0233
C -1.4335 -0.5832 2.6975
C 1.6931 1.0134 -3.5969
N -0.6360 -0.4994 -1.7336
N -1.2778 -3.1882 5.1756
N -0.7443 2.4921 -0.0550
N -1.6055 -1.7143 3.5400
C 0.2353 0.6239 -3.8786
H -3.3949 -1.9559 1.8699
H -2.8336 -4.5986 4.3701
H 5.4095 1.7949 -2.6722
H 4.8301 -0.3729 -3.7035
H 3.6274 3.5447 -2.4110
H -1.4101 2.8536 2.7690
H -1.5220 0.9146 4.2755
H -1.2675 -1.7062 0.8297
H 2.4745 -0.8859 -4.2111
H 1.2557 2.9806 -2.9337
H -0.6871 -1.4222 -1.3131
H -1.3153 -3.3931 6.1785
H -0.7227 3.5119 0.0064
H 0.1459 0.3570 -4.9246
H -0.4368 1.4835 -3.7561
*
```

Energy relative to the best compared isomer or geometry (same formula, charge and spin) in eV: 0.000
HOMO-LUMO gap in Eh: 0.2878
SMILES string: O=C(Cc1ccccc1)Nc1n[nH]c2ccc(-n3c(O)c[nH]c3=O)cc12
LUMO energy in eV: 0.15

---

No. 3
Molecular formula: C5H9N
Method: DFT, ωB97M-V/def2-TZVPD

```
! wB97M-V def2-TZVPD RIJCOSX def2/J DEFGRID3
* xyz 0 1
C -1.4000 0.8846 -0.2128
C -1.6010 -0.5783 0.0703
C -0.3998 0.1287 0.6072
N 0.9325 -0.1052 0.0434
C 1.1820 -1.3123 -0.4653
C 1.7630 0.9323 0.1308
H -1.0991 1.1497 -1.2224
H -2.0243 1.6191 0.2872
H -2.3565 -0.8820 0.7891
H -1.4566 -1.2627 -0.7583
H -0.3486 0.3338 1.6718
H 0.5081 -2.1244 -0.2383
H 2.1488 -1.4749 -0.9238
H 1.3529 1.9040 0.3680
H 2.7985 0.7875 -0.1471
*
```

Energy relative to the best compared isomer or geometry (same formula, charge and spin) in eV: 3.301
HOMO-LUMO gap in Eh: 0.2831
LUMO energy in eV: 1.10

---

No. 4
Molecular formula: H26O17S
Method: DFT, ωB97M-V/def2-TZVPD

```
! wB97M-V def2-TZVPD RIJCOSX def2/J DEFGRID3
* xyz -2 1
S -0.1585 0.3165 0.1008
O -1.0345 -0.5435 1.0068
O -0.8905 0.5805 -1.0782
O 0.1715 1.4685 0.8138
O 1.0335 -0.3285 -0.1652
O 1.8965 3.2915 0.5088
H 1.1535 2.5395 0.7178
H 1.6695 3.6635 -0.3212
O -3.7005 -0.9435 0.9448
H -3.8175 -1.9085 1.3228
H -2.7595 -0.8765 1.0808
O 0.7795 1.4305 -3.0692
H 1.5005 1.0835 -2.5702
H 0.1185 1.1065 -2.5072
O -1.2205 -0.8335 3.5908
H -1.5845 0.0645 3.8828
H -1.3065 -0.7615 2.6558
O 0.7685 -2.9245 -1.0042
H 0.9545 -2.0015 -0.9752
H 0.0545 -3.0775 -0.4072
O -1.2025 -3.2145 0.8668
H -0.8175 -3.6885 1.5788
H -1.1675 -2.3055 1.3238
O 2.9415 0.4555 -1.6802
H 2.2585 0.0355 -1.3242
H 3.3225 -0.3655 -2.1182
O -2.1035 -1.0335 -2.8962
H -2.3965 -0.6805 -3.7212
H -1.8675 -0.3405 -2.3212
O 2.8255 -0.8375 1.2708
H 2.0965 -0.5345 0.6288
H 3.5345 -0.1985 1.3888
O -2.5545 2.1135 -2.3202
H -1.9945 1.4585 -1.7872
H -3.4085 1.6975 -2.6182
O 3.9265 -2.7385 -0.3202
H 3.5025 -3.6115 -0.5962
H 3.0875 -2.4195 0.0488
O 0.2735 2.3515 3.4278
H 0.9815 1.6775 3.9198
H 0.1855 2.1945 2.5428
O -1.7975 3.2135 0.3758
H -1.0965 2.5475 0.2358
H -2.1555 2.8755 -0.4332
*
```

Energy relative to the best compared isomer or geometry (same formula, charge and spin) in eV: 4.585
HOMO-LUMO gap in Eh: 0.3478
LUMO energy in eV: 5.18

---

No. 5
Molecular formula: C6H37NO12
Method: DFT, ωB97M-V/def2-TZVPD

```
! wB97M-V def2-TZVPD RIJCOSX def2/J DEFGRID3
* xyz 0 1
C 2.0130 -0.6036 1.1461
N 1.3942 0.4702 2.0167
C 0.9515 0.1036 3.4062
O 1.2162 1.2884 4.2200
C 2.5613 0.0580 -0.1464
C 1.6557 0.6041 -1.2750
C 0.9925 -0.5873 -1.9858
C 1.8735 -1.5226 -2.8468
H 2.8240 -1.0543 1.7276
H 1.1852 -1.3197 0.8979
H 0.5104 0.8586 1.4682
H 1.5762 -0.6401 3.8831
H -0.1653 0.0774 3.6120
H 2.1452 1.5055 4.0303
H 3.0310 -0.6713 -0.8155
H 3.2851 0.9913 0.1822
H 0.8707 1.2011 -0.7576
H 2.2382 1.2181 -1.9940
H 0.1646 -0.1893 -2.6071
H 0.4960 -1.1891 -1.2773
H 2.7202 -1.8387 -2.3980
H 2.0958 -1.1442 -3.8653
H 1.3518 -2.5035 -3.0620
H -1.3409 0.8421 -0.3279
H -1.6391 0.4047 -1.7199
O -2.0838 0.5619 -0.8750
H -0.7035 -2.6253 -2.1355
H -2.1328 -2.9201 -1.6392
O -1.2817 -3.3339 -1.8212
H -3.6230 1.8785 -0.5386
H -3.5082 3.0946 0.3483
O -3.5235 2.8344 -0.5413
H -0.8706 -2.6525 1.7999
H -1.6250 -2.7272 3.0494
O -1.4856 -2.0753 2.3339
H 2.9353 2.9915 0.4943
H 2.7145 2.0751 1.7263
O 3.2551 2.8828 1.4310
H 1.1159 4.0506 2.5595
H 0.8461 2.6641 3.2492
O 0.5362 3.3342 2.6584
H -2.8538 -1.3498 -0.1429
H -4.1926 -1.9120 -0.4634
O -3.3072 -1.7030 -0.8773
H -0.3131 3.4720 -2.0690
H -1.5494 2.5336 -1.8328
O -0.6001 2.6582 -1.5575
H -0.4211 2.6890 1.5604
H -0.4712 2.4975 0.1203
O -0.7162 2.0019 0.9118
H -2.7273 -0.4253 -3.2598
H -2.7689 -1.7479 -2.6442
O -2.3428 -1.3143 -3.4229
H -0.0921 -4.7186 -0.2391
H -1.4888 -4.5338 -0.1812
O -0.7280 -4.5399 0.4860
*
```

Energy relative to the best compared isomer or geometry (same formula, charge and spin) in eV: 4.066
HOMO-LUMO gap in Eh: 0.3486
SMILES string: CCCCCNCO.O.O.O.O.O.O.O.O.O.O.O
LUMO energy in eV: 0.15